# 1
38
Properties=species:S:1:pos:R:3:forces:R:3:lowdin_charge:R:1 method="wB97M-V/def2-TZVPD" gap_ha=0.330 homo_ev=-8.33 relative_energy_kcal_mol=30.9 lumo_energy_ev=0.65
H 1.1778 1.5104 -0.5993 -0.18 -0.10 0.15 0.04
N 1.2915 0.5060 -0.6829 0.31 0.21 -0.35 0.15
C 0.4978 -0.1667 0.0510 -0.01 0.20 0.22 -0.36
C -0.5900 0.2486 0.9680 -0.14 -0.30 0.15 -0.06
C -0.9811 1.6320 1.2291 -0.04 0.09 0.04 -0.18
C -1.1466 2.5331 0.1781 -0.03 -0.04 0.03 -0.03
C -1.5192 3.8405 0.4291 0.00 0.07 -0.05 -0.08
C -1.7381 4.2679 1.7282 -0.01 0.06 0.06 -0.09
C -1.5788 3.3804 2.7794 -0.10 0.12 0.08 -0.08
C -1.2015 2.0732 2.5343 0.04 -0.07 -0.09 -0.04
C -1.1447 -0.8644 1.4788 0.07 0.26 -0.22 -0.23
O -2.1898 -1.0023 2.3213 0.22 -0.12 -0.12 0.09
C -0.4726 -2.0900 0.9376 -0.15 -0.18 0.18 -0.06
N 0.5688 -1.5274 0.1253 -0.11 -0.23 0.18 -0.09
C 1.4168 -2.3024 -0.7388 -0.08 0.05 -0.35 -0.16
C 0.7688 -2.5532 -2.1037 0.22 -0.13 0.07 -0.19
C 1.7170 -3.1991 -3.1125 0.03 0.09 0.09 -0.22
C 2.9811 -2.3873 -3.4072 -0.15 -0.01 -0.11 -0.27
C 2.6932 -0.9434 -3.8031 0.15 -0.19 0.09 -0.11
H -1.0003 2.1972 -0.8380 0.02 -0.04 -0.08 0.12
H -1.6431 4.5291 -0.3940 -0.02 0.05 -0.06 0.10
H -2.0297 5.2894 1.9214 -0.02 0.08 0.02 0.10
H -1.7434 3.7092 3.7953 0.00 0.03 0.07 0.10
H -1.0438 1.3954 3.3628 0.06 -0.06 0.06 0.12
H -2.5357 -0.1286 2.5495 0.03 0.01 -0.06 0.11
H -0.0660 -2.7179 1.7408 -0.07 0.03 -0.01 0.14
H -1.1774 -2.7018 0.3583 -0.02 0.05 0.06 0.14
H 2.3276 -1.7170 -0.8707 0.05 -0.13 0.05 0.11
H 1.6578 -3.2475 -0.2437 0.08 0.04 -0.01 0.13
H 0.4220 -1.5946 -2.4894 -0.07 0.06 0.01 0.10
H -0.1041 -3.1996 -1.9776 -0.07 0.06 0.01 0.11
H 2.0119 -4.1868 -2.7480 -0.04 -0.09 -0.06 0.11
H 1.1681 -3.3445 -4.0465 0.01 -0.09 -0.03 0.11
H 3.5166 -2.8849 -4.2203 0.07 -0.03 0.08 0.10
H 3.6383 -2.3971 -2.5362 0.10 -0.04 0.00 0.10
H 1.9774 -0.9091 -4.6220 -0.11 0.06 -0.12 0.07
H 2.2951 -0.3807 -2.9623 -0.07 0.12 0.04 0.04
H 3.6098 -0.4582 -4.1313 0.05 0.11 -0.05 0.07

---

# 2
22
Properties=species:S:1:pos:R:3:forces:R:3:lowdin_charge:R:1 method="wB97M-V/def2-TZVPD" gap_ha="0.212 / 0.212" homo_ev="-7.49 / -7.49" relative_energy_kcal_mol=103.8 lumo_energy_ev="-1.74 / -1.74"
C 2.1062 0.0517 -1.7519 1.24 -0.04 3.25 -0.02
C 2.4642 -1.0189 -0.6788 -0.13 1.50 -1.73 -0.13
C 1.0396 -0.4986 -0.7442 0.12 0.62 0.04 -0.48
C -0.7775 2.0850 1.0555 0.94 0.95 1.49 -0.07
C -1.8668 -0.1268 0.4799 0.37 2.16 -1.63 -0.05
C -0.7659 0.9082 0.1898 0.72 -3.08 -0.17 -0.49
N 0.5800 0.3652 0.2024 1.72 0.11 2.60 0.07
S 0.5179 -3.0029 0.8663 -1.96 -0.72 1.73 0.16
S 0.7524 -1.6032 2.3305 -0.16 0.66 -1.81 0.08
H 2.4793 1.0358 -1.4217 -0.30 -0.50 -0.82 0.11
H 2.0803 -0.2507 -2.7639 -0.37 -0.01 -0.83 0.08
H 2.7903 -1.9778 -1.0109 -0.67 -0.77 -0.42 0.08
H 3.1705 -0.6798 0.0522 -0.50 0.49 0.77 0.10
H 0.2533 -0.9474 -1.2651 -0.79 -1.86 -0.96 0.10
H -0.6642 1.8916 2.1399 0.48 -0.69 -0.53 0.10
H 0.1126 2.6217 0.7241 -0.39 0.79 0.39 0.09
H -1.6794 2.6492 1.1115 -0.74 0.69 -0.93 0.07
H -1.9006 -0.2154 1.5193 -0.29 -0.66 1.59 0.05
H -1.7157 -1.0149 -0.0692 0.27 -1.26 -0.23 0.04
H -2.7446 0.3438 0.0615 -0.73 -0.06 0.29 0.08
H -0.7750 1.1183 -0.8587 -0.76 0.88 -1.11 0.14
H -0.7696 -3.5327 1.3370 1.93 0.79 -0.99 -0.12

---

# 3
24
Properties=species:S:1:pos:R:3:forces:R:3:lowdin_charge:R:1 method="wB97M-V/def2-TZVPD" gap_ha=0.117 charge=+1 homo_ev=-13.44 relative_energy_kcal_mol=212.7 lumo_energy_ev=-10.26
C -3.0094 -0.5598 -0.3283 -1.91 -1.35 -0.35 -0.04
C -1.8656 -1.4823 -0.6468 -2.49 0.23 -4.56 -0.32
C -0.9794 -1.7612 0.3433 -0.09 -3.46 2.78 -0.15
C -0.5044 -0.4805 1.1036 2.96 0.43 2.15 -0.22
O -0.2956 0.5812 0.3950 -0.63 -1.39 0.87 0.09
N 3.9676 1.6059 -0.9300 -0.39 -0.43 1.07 0.04
H -3.6997 -0.8640 -1.1401 -0.11 1.46 0.37 0.11
H -2.7302 0.4868 -0.2401 -0.23 -0.07 -0.35 0.09
H -3.5371 -0.9342 0.5647 0.29 0.28 0.11 0.10
H -2.2519 -2.4352 -1.0698 -0.27 0.16 0.67 0.17
H -1.4681 -2.5226 1.0088 0.80 0.96 0.24 0.17
H -0.1364 -2.2837 -0.1264 1.31 0.68 0.73 0.18
H -1.3974 -0.4459 1.8833 -0.09 0.02 -1.57 0.28
H 0.3065 -0.8098 1.8138 -0.11 0.85 -0.55 0.16
H -1.3783 -1.1041 -1.5228 0.62 0.90 -0.57 0.13
H 4.7243 1.1725 -1.4275 0.48 0.90 -1.22 0.02
H 4.0297 2.6205 -0.7386 0.45 -0.99 -0.53 0.05
H 4.1695 1.1145 -0.0631 -0.74 0.42 0.61 0.02
H 0.3738 2.9400 2.4615 1.29 -0.33 -1.63 0.10
H 0.6299 1.7860 1.4343 0.56 0.94 0.17 -0.01
O 0.9403 2.6910 1.6585 -1.69 -0.38 1.57 -0.04
H 0.7345 0.3083 -0.8786 2.21 -0.83 -3.00 0.09
H 2.0343 0.4880 -1.8766 1.54 1.53 0.07 -0.01
O 1.3432 -0.1115 -1.6782 -3.77 -0.52 2.91 -0.01

---

# 4
39
Properties=species:S:1:pos:R:3:forces:R:3:lowdin_charge:R:1 method="wB97M-V/def2-TZVPD" gap_ha="0.233 / 0.173" charge=+3 homo_ev="-18.36 / -18.57" relative_energy_kcal_mol=47.6 lumo_energy_ev="-12.02 / -13.86" multiplicity=5
I 5.3317 0.7991 -2.2779 -1.44 -1.65 0.47 0.62
I 3.3259 -1.1385 -1.6223 2.01 1.02 -0.44 0.63
Os 0.1292 0.6909 -0.8043 -3.61 0.37 0.70 0.86
P -0.3817 -0.0392 -2.8316 -0.85 -0.49 -4.09 0.58
C 0.9961 -0.1469 -3.9804 0.20 -0.19 0.09 -0.28
C -1.3341 -1.5626 -3.0068 0.18 -0.10 0.96 -0.21
H -2.2581 1.4532 -2.7250 -0.05 -0.03 -0.31 0.03
H -1.8690 0.9962 -4.4246 0.10 0.09 0.05 0.09
H -0.8648 2.2065 -3.5239 -0.14 0.01 -0.26 0.07
C -1.4582 1.2914 -3.4542 0.10 0.22 0.58 -0.21
H -2.0015 -1.6426 -2.1393 0.04 -0.16 -0.49 0.01
H -1.9139 -1.5127 -3.9288 0.13 -0.08 -0.06 0.09
H 0.6095 -0.1791 -5.0033 0.20 -0.06 0.05 0.09
H 1.5797 -1.0420 -3.7343 -0.34 0.12 -0.51 -0.03
H -0.6356 -2.4023 -3.0017 -0.20 -0.09 -0.19 0.07
H 1.6643 0.7060 -3.8316 -0.18 0.04 -0.27 0.04
C 1.7400 1.4851 -1.1926 5.46 3.42 -1.17 -0.56
O 2.7032 2.1330 -1.4139 -3.59 -1.95 0.83 -0.07
Cl -2.1212 0.0741 -0.2836 0.83 0.43 0.32 0.13
C 2.3043 0.2611 1.7741 -0.02 0.54 -0.10 -0.23
P 0.6596 -0.2100 1.1208 2.10 -1.34 4.91 0.63
C 0.7223 -2.0257 1.0425 -0.11 0.48 -1.09 -0.20
C -0.4631 0.1170 2.5538 0.13 -1.70 0.37 -0.32
C -0.8615 -0.8302 3.5042 1.17 0.61 -1.84 0.01
C -1.8419 -0.4906 4.4523 0.55 -0.98 0.61 0.09
C -2.3426 0.8108 4.5235 -0.51 2.08 -0.98 0.06
C -1.9159 1.7605 3.5855 -0.78 0.27 1.33 0.04
C -0.9449 1.4419 2.6321 -0.77 -0.24 0.22 -0.01
H 3.0211 -0.0384 0.9846 -0.20 0.31 0.63 -0.02
H 2.5563 -0.2190 2.7303 -0.17 -0.02 -0.33 0.08
H 2.3297 1.3598 1.9212 0.16 -0.54 -0.14 0.08
H 0.0936 -2.4550 1.8337 0.41 -0.11 -0.55 0.06
H 0.2669 -2.1947 0.0510 0.15 -0.86 0.42 0.04
H 1.7812 -2.3481 1.0617 -0.71 -0.03 0.09 0.07
H -0.4436 -1.8358 3.4972 -0.27 0.27 0.13 0.12
H -2.1593 -1.2685 5.1492 -0.14 0.28 -0.12 0.16
H -3.1077 1.0590 5.2595 0.26 0.03 -0.15 0.15
H -2.3015 2.7807 3.6038 -0.01 -0.32 0.15 0.15
H -0.5941 2.1557 1.8989 -0.08 0.35 0.17 0.12

---

# 5
8
Properties=species:S:1:pos:R:3:forces:R:3:lowdin_charge:R:1 method="wB97M-V/def2-TZVPD" gap_ha=0.263 charge=-1 homo_ev=-3.48 relative_energy_kcal_mol=63.5 lumo_energy_ev=3.67
C 0.4883 -1.1915 -0.8864 -1.23 -0.60 -2.13 -0.25
C 0.9844 -0.3716 0.1798 0.27 -3.24 0.46 -0.67
O -1.3617 0.1522 -1.1018 1.96 -0.64 -1.22 -0.43
O 0.4617 -2.0780 -1.6368 -0.01 1.94 1.67 0.18
Se 2.3675 -1.4503 1.0815 0.24 -0.22 0.34 0.20
H 0.1123 -0.1811 0.7199 -1.21 0.61 1.13 0.04
H 1.4423 0.4839 -0.1259 0.80 2.41 -1.30 0.02
H -0.9451 0.4556 -1.9524 -0.83 -0.26 1.05 -0.08

---

# 6
17
Properties=species:S:1:pos:R:3:forces:R:3:lowdin_charge:R:1 method="wB97M-V/def2-TZVPD" gap_ha="0.344 / 0.225" homo_ev="-8.52 / -8.31" relative_energy_kcal_mol=32.8 lumo_energy_ev="0.85 / -2.19" multiplicity=2
C 1.4896 -0.0099 -2.6601 -2.21 0.58 -0.12 -0.12
O 0.8898 0.0513 -1.3496 2.01 0.53 -2.85 -0.10
H 2.5614 0.1015 -2.6831 0.61 -0.13 0.76 0.08
H 1.2002 -0.9567 -3.1513 0.27 0.40 0.14 0.08
H 1.1722 0.8801 -3.3127 0.02 -1.05 1.03 0.11
C -1.3213 -0.3244 0.8321 -0.21 -0.08 -0.38 -0.30
C 0.0119 0.1952 1.3685 0.13 0.32 0.67 -0.28
N -0.1379 1.4013 2.2404 0.53 -0.08 -1.12 -0.02
N -1.0758 -1.3113 -0.1909 1.04 -1.02 -1.93 -0.03
H -1.9311 -0.8079 1.5842 -0.13 0.09 0.53 0.10
H -1.8950 0.4892 0.4067 -0.17 0.70 0.28 0.10
H 0.5624 -0.5869 1.8980 -0.25 -0.36 0.01 0.10
H 0.6329 0.4087 0.4910 -0.31 0.54 0.79 0.07
H 0.7827 1.8202 2.4000 -0.53 -0.24 -0.01 0.06
H -0.5429 1.1911 3.1377 -0.02 -0.26 0.14 0.05
H -1.8745 -1.7754 -0.6618 0.62 0.87 0.82 0.08
H -0.3713 -0.9694 -0.9015 -1.40 -0.79 1.21 0.02

---

Number 1: calculated total energy -768.3344 hartree, M 244.34 g/mol. Number 2: calculated total energy -1087.3602 hartree, M 163.31 g/mol. Number 3: calculated total energy -441.9257 hartree, M 126.18 g/mol. Number 4: calculated total energy -2372.2872 hartree, M 721.73 g/mol. Number 5: calculated total energy -2629.8805 hartree, M 138.00 g/mol. Number 6: calculated total energy -305.5196 hartree, M 91.13 g/mol.